DFT (ωB97M-V/def2-TZVPD) results for a molecular structure, C42H41CdFN5O2.

Structure (XYZ):
```
92
Properties=species:S:1:pos:R:3:forces:R:3
Cd 0.69147 -0.40164 0.07238 -0.19 -0.18 -0.07
C 3.86112 -3.60641 -0.77267 -0.02 -0.01 0.03
C 3.29642 -2.26169 -0.35210 0.04 -0.01 0.09
O 2.03309 -2.17124 -0.45442 0.05 0.12 -0.24
C 4.18857 -1.28906 0.08329 -0.05 0.05 -0.03
C 3.91179 0.05933 0.49644 0.00 -0.15 -0.05
C 5.10430 0.90658 0.86692 -0.01 0.02 0.05
N 2.71555 0.56137 0.53493 0.15 0.13 0.11
N 2.65214 1.91483 0.86764 0.04 -0.10 -0.04
C 1.42391 2.34665 0.94940 -0.15 0.13 0.02
O 0.33234 1.69140 0.79875 0.06 0.01 0.01
C 1.27265 3.81810 1.21853 -0.06 -0.07 -0.06
C 2.33744 4.60535 1.64567 0.04 0.03 0.01
C 2.16029 5.96134 1.87257 0.02 -0.01 0.00
C 0.91906 6.55033 1.66561 -0.03 0.03 -0.01
C -0.14562 5.77131 1.23404 0.01 0.00 0.00
C 0.02896 4.41142 1.01793 0.04 0.00 0.04
H 3.59873 -3.79058 -1.81674 0.00 0.01 -0.01
H 3.38002 -4.38641 -0.18021 0.00 -0.02 0.02
H 4.94206 -3.67217 -0.65346 0.00 0.00 0.00
H 5.23185 -1.57500 0.10495 0.00 -0.01 0.01
H 6.02976 0.37565 0.65067 0.02 0.01 0.00
H 5.07323 1.15049 1.93082 -0.02 0.01 0.00
H 5.07804 1.85861 0.33781 0.01 -0.02 -0.04
H 3.29917 4.13228 1.79131 0.00 -0.01 0.01
H 2.99368 6.56361 2.21474 0.00 0.00 0.00
H 0.78326 7.61078 1.84253 0.00 0.00 0.00
H -1.11745 6.22223 1.07052 0.00 0.01 0.00
H -0.79032 3.78111 0.69747 -0.01 -0.01 -0.01
C -3.23984 2.24172 -1.45302 0.01 -0.02 0.02
C -2.47558 1.10565 -1.13385 0.02 0.12 -0.04
N -1.21399 0.96404 -1.47320 -0.18 -0.04 -0.02
C -0.63440 1.95465 -2.17660 0.18 -0.10 0.04
C -1.30670 3.12719 -2.54477 0.01 0.08 -0.03
C -2.65047 3.25697 -2.15423 0.00 -0.01 0.01
C -0.62166 4.14582 -3.29135 0.00 -0.03 0.00
C 0.66380 3.98585 -3.66153 0.02 -0.02 0.02
C 1.38561 2.79388 -3.31340 -0.01 0.06 -0.02
C 2.72393 2.58577 -3.68415 0.01 -0.02 0.00
C 3.35424 1.42871 -3.31038 -0.02 0.00 0.01
C 2.64340 0.49274 -2.54442 0.04 -0.01 0.02
N 1.39088 0.66607 -2.18620 -0.04 -0.02 0.01
C 0.75619 1.78837 -2.56637 -0.10 -0.01 0.06
H -4.27188 2.29243 -1.13307 0.00 0.01 0.00
H -2.92415 0.30093 -0.56992 -0.03 -0.10 0.02
H -3.19757 4.15641 -2.41280 0.00 0.00 -0.01
H -1.16441 5.04730 -3.54973 -0.01 0.01 0.01
H 1.18119 4.75554 -4.22171 0.00 0.01 -0.01
H 3.24192 3.34714 -4.25609 0.00 0.00 0.00
H 4.38518 1.23337 -3.57117 0.01 0.01 0.00
H 3.12573 -0.41049 -2.18692 -0.01 0.00 0.00
C -2.53046 0.56239 2.41679 -0.05 0.08 0.04
C -2.87493 -0.92493 2.51277 -0.02 -0.01 0.06
C -3.99257 -1.13673 3.53338 -0.02 0.02 0.03
C -3.20474 -1.48293 1.14166 0.05 -0.02 -0.06
C -4.51575 -1.46367 0.68776 -0.04 0.03 -0.04
C -4.83434 -1.88969 -0.59390 -0.02 0.02 0.04
C -3.83204 -2.38872 -1.40288 0.03 0.01 -0.02
C -2.50350 -2.46558 -0.97991 0.01 0.03 0.05
C -1.53671 -3.13735 -1.95267 -0.09 -0.06 -0.02
C -0.72529 -2.16105 -2.79944 0.00 0.08 -0.05
C -0.62571 -4.19950 -1.33935 -0.02 -0.05 0.00
C -2.17234 -1.95842 0.29411 -0.01 -0.01 -0.11
N -0.84070 -1.89300 0.74862 0.15 -0.02 0.09
C -0.49122 -2.82377 1.68293 0.00 0.00 -0.02
C -1.24305 -3.97972 1.98556 -0.03 -0.02 -0.01
C -0.83280 -4.91350 2.92547 0.01 -0.01 0.01
C 0.34999 -4.75317 3.62910 0.02 -0.01 0.01
C 1.10763 -3.61049 3.38267 -0.02 -0.02 0.00
C 0.67954 -2.69486 2.45675 0.01 0.00 0.04
F 1.41741 -1.56155 2.31805 0.02 0.08 -0.01
H -2.23872 0.95122 3.39529 0.01 0.00 0.02
H -3.40545 1.13079 2.08219 0.00 -0.01 -0.02
H -1.70860 0.76129 1.73208 0.07 -0.02 -0.04
H -1.99846 -1.44717 2.89324 0.02 0.01 -0.05
H -4.86392 -0.51074 3.32187 0.01 -0.01 0.00
H -3.63426 -0.86072 4.52687 0.00 0.00 0.01
H -4.32218 -2.17702 3.56648 0.03 -0.01 -0.01
H -5.30216 -1.10309 1.34020 0.00 0.01 -0.04
H -5.85827 -1.85581 -0.94597 -0.01 0.00 0.00
H -4.07682 -2.75552 -2.39473 -0.02 0.00 0.01
H -2.20047 -3.66268 -2.65158 0.05 -0.01 0.02
H 0.02360 -1.63433 -2.21743 0.06 0.05 0.11
H -1.36542 -1.41605 -3.27626 -0.01 0.01 0.00
H -0.18796 -2.70806 -3.57890 -0.02 -0.02 -0.02
H 0.15867 -3.75609 -0.73192 0.03 0.04 0.04
H -0.14258 -4.76173 -2.14381 -0.01 0.00 -0.01
H -1.19259 -4.90559 -0.72983 0.01 0.01 0.01
H -2.17095 -4.14034 1.45207 -0.01 -0.01 -0.01
H -1.45243 -5.78586 3.09960 -0.01 0.00 0.01
H 0.67560 -5.48207 4.35885 0.00 -0.01 0.00
H 2.02801 -3.40279 3.91380 0.00 -0.01 0.01
```
Forces are in eV/Å.

The frontier orbital gap comes out at 6.2 eV. As for the relative energy (zero: lowest compared OMol25 entry of this formula, charge and spin): 4.3 kcal/mol. As for the charge: -1. The total energy is -63051.19403 eV.